DFT (wB97M-V/def2-TZVPD) results for a molecular structure, C11H14AsCuN2O9S3 in a non-equilibrium geometry.

Each line ends with the natural charge from an NBO analysis.
Element x y z (Å)
Cu -0.313 -0.419 0.539  0.927
O 1.793 -0.068 3.424  -1.090
As 2.835 -0.381 1.976  1.418
O -0.046 -2.048 2.876  -0.634
O 1.902 -0.810 0.643  -1.300
C 3.069 1.568 1.401  -0.311
C 4.359 2.088 1.466  -0.240
C 4.709 3.295 0.873  -0.237
C 3.756 3.998 0.156  -0.275
C 2.458 3.511 0.080  -0.138
C 2.104 2.327 0.720  -0.319
S 0.345 1.941 0.523  2.345
O -0.120 1.147 1.727  -1.010
O -0.295 3.244 0.540  -1.015
O 0.250 1.292 -0.812  -1.017
H 0.946 -0.541 3.259  0.516
H 5.118 1.506 1.984  0.192
H 5.724 3.673 0.952  0.182
H 4.013 4.931 -0.334  0.185
H 1.695 4.058 -0.459  0.220
C -2.840 1.016 -2.440  -0.413
N -3.435 -0.280 -2.154  -0.394
C -3.573 -1.324 -3.061  -0.094
C -3.776 -2.447 -2.355  -0.078
N -3.794 -2.110 -1.007  -0.595
C -3.521 -0.768 -0.882  0.267
S -3.306 0.121 0.505  -0.264
H -2.720 1.105 -3.519  0.181
H -1.874 1.102 -1.942  0.273
H -3.480 1.813 -2.062  0.210
H -3.545 -1.159 -4.124  0.203
H -3.939 -3.457 -2.689  0.207
H -3.305 -2.713 -0.336  0.466
C 0.691 -3.557 0.592  -0.889
S -0.839 -2.690 0.520  2.173
O -1.899 -3.679 0.243  -1.026
O -1.200 -2.382 2.067  -0.477
O -0.812 -1.790 -0.735  -0.956
H 1.063 -3.431 1.610  0.301
H 1.374 -3.099 -0.116  0.281
H 0.426 -4.583 0.349  0.223

* electronic energy: -171022.826 eV
* M: 552.9 Da
* net charge: -2
* relative energy (zero: lowest compared OMol25 entry of this formula, charge and spin): 255.6 kJ/mol
* E_HOMO: -1.10 eV
* HOMO-LUMO gap: 5.8945 eV
* LUMO level: 4.80 eV

DFT (wB97M-V/def2-TZVPD) results for 3 unconnected molecules or ions with the total composition C21H50BIN2O11P2 in a non-equilibrium geometry.

Each line ends with the Löwdin charge.
Element x y z (Å)
C -2.318 0.522 2.990  -0.102
C -1.730 1.877 2.337  -0.274
C -2.968 2.865 2.120  -0.618
I -2.475 4.605 0.860  0.778
C -4.213 2.147 1.390  -0.491
O -3.943 1.372 0.465  0.073
O -5.505 2.494 1.832  -0.065
C -6.167 1.371 2.508  -0.174
C -6.768 0.415 1.370  -0.118
C -8.059 -0.418 1.792  -0.257
N -9.355 0.302 1.507  -0.015
B -7.238 1.886 3.614  -0.459
O -7.605 0.946 4.664  0.091
N -7.887 3.220 3.669  -0.134
C -8.379 3.684 2.345  -0.096
C -7.067 4.240 4.375  -0.089
H -3.173 0.709 3.712  0.069
H -1.445 -0.040 3.458  0.069
H -2.732 -0.143 2.155  0.081
H -1.046 2.389 3.096  0.112
H -1.203 1.680 1.357  0.103
H -3.345 3.271 3.108  0.089
H -5.346 0.806 3.076  0.139
H -6.899 1.007 0.401  0.140
H -5.952 -0.360 1.135  0.117
H -8.022 -0.843 2.850  0.112
H -8.085 -1.337 1.102  0.117
H -9.766 0.665 2.373  0.067
H -9.996 -0.319 1.009  0.061
H -6.796 0.385 4.737  0.097
H -8.664 2.808 1.667  0.083
H -7.550 4.252 1.791  0.092
H -9.276 4.373 2.446  0.095
H -6.702 5.031 3.625  0.097
H -7.758 4.817 5.093  0.094
H -6.232 3.822 5.018  0.095
C 2.083 -2.679 3.199  -0.089
C 2.223 -1.346 3.912  -0.303
O 3.123 -0.482 3.233  -0.230
P 2.639 0.172 1.789  0.738
O 1.737 1.248 2.413  -0.243
O 3.923 1.213 1.600  -0.271
C 3.732 2.614 1.424  -0.290
C 3.942 3.334 2.742  -0.073
O 3.566 -1.058 1.049  -0.230
C 4.633 -0.789 0.137  -0.279
C 5.962 -0.745 0.871  -0.062
H 1.594 -2.553 2.229  0.066
H 1.485 -3.375 3.795  0.078
H 3.062 -3.123 3.012  0.080
H 1.249 -0.858 4.025  0.098
H 2.631 -1.511 4.912  0.119
H 2.755 2.833 0.989  0.105
H 4.479 2.956 0.702  0.117
H 3.322 2.914 3.536  0.073
H 3.714 4.398 2.646  0.077
H 4.980 3.228 3.071  0.077
H 4.444 0.121 -0.435  0.114
H 4.657 -1.611 -0.583  0.105
H 5.960 -0.039 1.704  0.072
H 6.770 -0.470 0.189  0.081
H 6.188 -1.724 1.304  0.079
C 7.119 -0.666 -6.573  -0.089
C 5.890 -0.199 -5.814  -0.302
O 4.894 -1.211 -5.758  -0.223
P 5.172 -2.529 -4.792  0.727
O 4.862 -1.859 -3.449  -0.246
O 3.666 -3.222 -4.929  -0.274
C 2.872 -3.519 -3.784  -0.291
C 1.839 -2.428 -3.573  -0.071
O 5.649 -3.378 -6.196  -0.230
C 5.034 -4.595 -6.617  -0.285
C 3.925 -4.313 -7.616  -0.066
H 7.633 -1.465 -6.029  0.067
H 7.824 0.158 -6.712  0.079
H 6.843 -1.067 -7.549  0.081
H 6.154 0.124 -4.802  0.108
H 5.448 0.656 -6.332  0.119
H 3.489 -3.674 -2.897  0.102
H 2.361 -4.467 -3.979  0.117
H 2.298 -1.439 -3.529  0.073
H 1.278 -2.595 -2.651  0.076
H 1.135 -2.406 -4.409  0.077
H 4.685 -5.178 -5.763  0.111
H 5.806 -5.193 -7.109  0.116
H 3.188 -3.603 -7.238  0.073
H 3.407 -5.236 -7.887  0.081
H 4.339 -3.866 -8.524  0.079

* electronic energy: -75443.004 eV
* M: 706.3 Da
* structure (SMILES): CC[C@@H](I)C(=O)O[C@H](CCN)B(O)N(C)C.CCOP(=O)(OCC)OCC.CCOP(=O)(OCC)OCC
* E_HOMO: -8.53 eV
* HOMO-LUMO gap: 7.0129 eV
* LUMO level: -1.51 eV

DFT (wB97M-V/def2-TZVPD) results for 4 unconnected molecules or ions with the total composition C26H57NO13S3 in a non-equilibrium geometry.

Each line ends with the Löwdin charge.
Element x y z (Å)
C 0.540 0.961 4.359  -0.090
O 1.457 0.430 3.441  -0.183
C 1.135 0.695 2.075  -0.278
C 1.735 2.050 1.688  -0.125
C 1.709 2.455 0.213  -0.167
C 2.727 3.574 -0.085  -0.187
C 3.456 3.497 -1.424  -0.270
N 2.581 3.073 -2.526  0.002
C 1.388 -0.546 1.200  -0.243
C 1.048 -1.843 1.933  -0.062
C -0.443 -1.975 2.168  -0.351
C -1.318 -2.391 0.881  0.044
O -0.998 -3.164 2.257  -0.053
O 2.607 -0.708 0.477  -0.070
C 3.892 -0.400 0.973  -0.310
C 4.167 -0.732 2.454  -0.073
C 4.979 -1.973 2.665  -0.280
O 4.500 -3.041 2.915  0.075
C 4.859 -1.118 0.043  -0.116
C 4.637 -0.746 -1.440  -0.406
C 3.797 -1.808 -2.147  -0.071
C 5.968 -0.612 -2.177  -0.073
H 0.897 0.734 5.356  0.094
H 0.448 2.044 4.272  0.087
H -0.453 0.518 4.247  0.082
H 0.049 0.829 2.038  0.145
H 1.177 2.793 2.253  0.115
H 2.743 2.093 2.086  0.111
H 1.836 1.601 -0.441  0.096
H 0.738 2.905 0.027  0.110
H 2.233 4.536 -0.048  0.072
H 3.492 3.592 0.690  0.107
H 4.355 2.891 -1.332  0.094
H 3.804 4.497 -1.669  0.109
H 2.494 2.064 -2.544  0.058
H 3.017 3.328 -3.402  0.071
H 0.638 -0.492 0.414  0.150
H 1.470 -1.860 2.937  0.121
H 1.339 -2.691 1.329  0.143
H -0.914 -1.225 2.806  0.133
H -2.062 -1.591 1.154  0.058
H -2.129 -3.068 0.629  0.070
H 4.103 0.660 0.835  0.135
H 3.282 -0.842 3.060  0.095
H 4.727 0.100 2.877  0.127
H 6.072 -1.857 2.591  0.123
H 4.697 -2.190 0.123  0.124
H 5.872 -0.844 0.320  0.118
H 4.080 0.182 -1.476  0.108
H 4.162 -2.804 -1.914  0.082
H 3.855 -1.673 -3.225  0.075
H 2.753 -1.753 -1.860  0.072
H 6.317 -1.589 -2.501  0.080
H 6.734 -0.167 -1.549  0.069
H 5.856 0.006 -3.064  0.074
C -7.779 -1.773 -1.493  -0.069
C -6.738 -0.744 -1.105  -0.240
O -6.621 -0.573 0.332  -0.260
S -5.868 -1.703 1.142  0.564
C -5.682 -0.824 2.651  -0.116
O -4.586 -1.916 0.537  -0.291
O -6.737 -2.818 1.347  -0.265
H -7.486 -2.774 -1.184  0.071
H -7.904 -1.771 -2.575  0.084
H -8.736 -1.545 -1.024  0.086
H -5.757 -0.988 -1.513  0.115
H -7.014 0.242 -1.470  0.121
H -5.035 0.033 2.484  0.075
H -5.231 -1.514 3.361  0.080
H -6.664 -0.516 2.997  0.076
C 0.224 10.089 -1.455  -0.073
C -0.482 8.927 -0.789  -0.249
O -0.532 7.744 -1.621  -0.264
S 0.801 6.895 -1.770  0.562
C 0.095 5.462 -2.498  -0.118
O 1.288 6.576 -0.461  -0.287
O 1.673 7.533 -2.705  -0.273
H 1.283 9.885 -1.597  0.071
H 0.125 10.980 -0.834  0.081
H -0.211 10.290 -2.434  0.085
H -0.023 8.670 0.167  0.113
H -1.526 9.168 -0.601  0.120
H -0.582 5.004 -1.784  0.076
H 0.916 4.782 -2.725  0.043
H -0.426 5.755 -3.406  0.076
C -3.989 -4.957 -0.634  -0.065
C -3.070 -5.926 0.077  -0.236
O -3.238 -7.298 -0.368  -0.264
S -2.635 -7.699 -1.775  0.557
C -2.781 -9.441 -1.588  -0.125
O -1.255 -7.326 -1.813  -0.273
O -3.512 -7.266 -2.818  -0.278
H -3.732 -4.870 -1.689  0.079
H -3.913 -3.969 -0.178  0.038
H -5.026 -5.288 -0.569  0.090
H -2.022 -5.643 -0.031  0.113
H -3.296 -5.962 1.141  0.125
H -2.131 -9.764 -0.781  0.074
H -2.472 -9.885 -2.531  0.075
H -3.820 -9.683 -1.380  0.074

* electronic energy: -88492.821 eV
* M: 687.9 Da
* structure (SMILES): CO[C@@H](CCCCN)[C@H](C[C@H]1CO1)O[C@@H](CC=O)CC(C)C.CCOS(C)(=O)=O.CCOS(C)(=O)=O.CCOS(C)(=O)=O
* E_HOMO: -8.84 eV
* HOMO-LUMO gap: 8.9684 eV
* LUMO level: 0.13 eV

DFT (wB97M-V/def2-TZVPD) results for 2 unconnected molecules or ions with the total composition C8H16N3O in a non-equilibrium geometry.

Each line ends with the natural charge from an NBO analysis.
Element x y z (Å)
C -1.683 3.233 -0.337  -0.081
C -1.143 3.475 0.879  -0.079
C -0.471 1.437 0.260  0.078
C 0.541 -2.854 -1.780  -0.599
C 1.259 -1.269 0.935  -0.751
C 0.325 2.260 2.451  -0.397
C -0.033 -1.511 -1.268  -0.189
C 1.055 -0.885 -0.467  0.786
N -1.253 1.980 -0.697  -0.552
N -0.408 2.368 1.221  -0.374
N -1.172 -1.769 -0.424  -0.829
O 2.000 -0.205 -1.026  -0.578
H -2.322 3.825 -0.958  0.238
H -1.219 4.331 1.515  0.238
H -0.147 -3.282 -2.504  0.245
H 0.642 -3.546 -0.950  0.235
H 1.508 -2.724 -2.260  0.223
H 1.702 -2.269 0.954  0.278
H 1.951 -0.587 1.421  0.259
H 0.310 -1.342 1.456  0.293
H -0.300 2.581 3.285  0.221
H 0.626 1.227 2.605  0.219
H 1.215 2.893 2.421  0.216
H -0.245 -0.876 -2.153  0.192
H -1.512 1.531 -1.559  0.417
H -1.858 -2.352 -0.883  0.386
H -1.607 -0.905 -0.118  0.388
H 1.883 -0.028 -1.975  0.516

* electronic energy: -15065.573 eV
* M: 170.2 Da
* net charge: +1
* relative energy (zero: lowest compared OMol25 entry of this formula, charge and spin): 96.9 kJ/mol
* E_HOMO: -12.30 eV
* HOMO-LUMO gap: 8.2866 eV
* LUMO level: -4.01 eV